No. 1
{
  "formula": "C12H12BO4P",
  "method": "the ωB97M-V functional and the def2-TZVPD basis",
  "symbols": ["C", "B", "O", "C", "C", "P", "C", "O", "C", "O", "C", "C", "C", "C", "C", "C", "C", "O", "H", "H", "H", "H", "H", "H", "H", "H", "H", "H", "H", "H"],
  "positions_angstrom": [[1.23, -3.11, -1.60], [0.97, -2.34, -0.23], [1.34, -2.89, 0.98], [0.26, -0.91, -0.26], [0.84, 0.22, 0.19], [2.52, 0.21, 0.92], [3.17, 1.94, 0.97], [3.56, -0.56, -0.15], [0.03, 1.49, 0.10], [0.51, 2.60, -0.07], [-1.47, 1.37, 0.19], [-2.27, 2.36, 0.71], [-3.62, 2.16, 0.74], [-4.20, 1.01, 0.24], [-3.41, 0.01, -0.29], [-2.05, 0.20, -0.29], [-1.15, -0.88, -0.82], [-1.56, -1.70, -1.61], [2.31, -3.00, -1.80], [0.96, -4.17, -1.53], [0.71, -2.63, -2.43], [2.24, -3.23, 0.89], [4.26, 1.84, 0.93], [2.92, 2.45, 1.90], [2.88, 2.50, 0.08], [4.18, -1.03, 0.43], [-1.83, 3.27, 1.11], [-4.29, 2.90, 1.17], [-5.27, 0.85, 0.24], [-3.79, -0.92, -0.70]],
  "nbo_charge": [-1.02, 1.03, -0.89, -0.36, -0.37, 1.05, -0.96, -0.96, 0.55, -0.52, -0.14, -0.16, -0.20, -0.19, -0.19, -0.05, 0.53, -0.52, 0.24, 0.24, 0.25, 0.50, 0.24, 0.24, 0.25, 0.49, 0.23, 0.22, 0.22, 0.24],
  "homo_ev": -8.29,
  "de_lowest_ev": 0.000,
  "smiles": "CB(O)C1=C(P(C)O)C(=O)c2ccccc2C1=O",
  "largest_force_ev_per_a": 1.65,
  "lumo_ev": -1.01,
  "gap_ev": 7.28,
  "energy_ha": -1131.6887
}

***

No. 2
{
  "formula": "C12H12Br2N2O3",
  "method": "the ωB97M-V functional and the def2-TZVPD basis",
  "symbols": ["O", "C", "N", "C", "C", "Br", "C", "C", "Br", "C", "C", "C", "O", "N", "C", "C", "O", "C", "C", "H", "H", "H", "H", "H", "H", "H", "H", "H", "H", "H", "H"],
  "positions_angstrom": [[-1.43, -2.22, -1.13], [-0.40, -1.64, -0.94], [0.77, -2.21, -0.52], [1.78, -1.28, -0.35], [3.09, -1.48, 0.03], [3.73, -3.23, 0.40], [3.94, -0.38, 0.13], [3.45, 0.89, -0.16], [4.62, 2.37, -0.01], [2.13, 1.10, -0.54], [1.30, 0.00, -0.62], [-0.15, -0.10, -1.06], [-0.31, 0.24, -2.40], [-1.01, 0.71, -0.23], [-2.43, 0.67, -0.62], [-3.29, -0.04, 0.42], [-3.21, 0.58, 1.70], [-1.97, 1.21, 1.94], [-0.82, 0.53, 1.20], [0.89, -3.20, -0.39], [4.97, -0.52, 0.42], [1.77, 2.09, -0.75], [-0.31, 1.21, -2.47], [-2.53, 0.17, -1.58], [-2.77, 1.71, -0.72], [-4.34, 0.00, 0.12], [-2.98, -1.09, 0.49], [-2.02, 2.26, 1.63], [-1.81, 1.17, 3.02], [-0.79, -0.53, 1.49], [0.12, 1.00, 1.49]],
  "nbo_charge": [-0.56, 0.66, -0.62, 0.21, -0.12, 0.07, -0.25, -0.09, 0.06, -0.21, -0.07, 0.31, -0.69, -0.46, -0.27, -0.09, -0.53, -0.07, -0.26, 0.43, 0.25, 0.24, 0.48, 0.24, 0.19, 0.20, 0.18, 0.17, 0.20, 0.18, 0.22],
  "homo_ev": -8.84,
  "smiles": "O=C1Nc2c(Br)cc(Br)cc2[C@]1(O)N1CCOCC1",
  "largest_force_ev_per_a": 0.81,
  "lumo_ev": 0.31,
  "gap_ev": 9.15,
  "energy_ha": -5947.7433
}

***

No. 3
{
  "formula": "C12H12Br4Cl2N5O4Ru",
  "method": "the ωB97M-V functional and the def2-TZVPD basis",
  "symbols": ["Ru", "C", "N", "C", "C", "N", "N", "C", "N", "N", "H", "H", "H", "H", "H", "H", "H", "H", "H", "H", "H", "Br", "C", "C", "Br", "C", "Br", "C", "O", "C", "O", "C", "Br", "Cl", "C", "Cl", "C", "O", "O", "H"],
  "positions_angstrom": [[0.00, -0.19, -0.08], [4.78, -0.45, -0.36], [4.19, -0.38, 0.97], [5.03, 0.30, 1.95], [2.83, -0.23, 1.03], [2.06, 0.02, 0.04], [2.30, -0.43, 2.30], [0.99, -0.25, 2.71], [0.81, -0.45, 4.04], [0.04, 0.05, 1.91], [5.79, -0.85, -0.27], [4.84, 0.53, -0.85], [4.20, -1.13, -0.98], [6.03, -0.12, 1.90], [4.67, 0.16, 2.97], [5.09, 1.38, 1.75], [2.54, 0.24, -0.82], [2.87, -0.98, 2.92], [1.58, -0.31, 4.68], [-0.11, -0.34, 4.42], [-0.87, 0.15, 2.35], [-3.29, 5.85, -0.02], [-2.92, 4.00, -0.06], [-3.94, 3.06, 0.06], [-5.73, 3.62, 0.28], [-3.65, 1.70, 0.04], [-4.97, 0.37, 0.23], [-2.33, 1.25, -0.11], [-2.00, -0.02, -0.12], [-1.30, 2.21, -0.26], [-0.06, 1.75, -0.40], [-1.60, 3.56, -0.22], [-0.15, 4.76, -0.39], [1.46, -4.91, -0.10], [0.32, -4.09, -1.19], [-1.28, -4.83, -1.13], [0.22, -2.62, -0.81], [0.58, -1.76, -1.67], [-0.19, -2.27, 0.32], [0.70, -4.18, -2.20]],
  "nbo_charge": [1.18, -0.42, -0.43, -0.41, 0.64, -0.67, -0.62, 0.65, -0.80, -0.65, 0.22, 0.19, 0.23, 0.22, 0.20, 0.20, 0.40, 0.42, 0.40, 0.41, 0.40, 0.09, -0.17, -0.16, 0.09, -0.18, 0.09, 0.29, -0.68, 0.19, -0.62, -0.14, 0.08, -0.02, -0.30, 0.02, 0.73, -0.67, -0.64, 0.24],
  "homo_ev": [-7.11, -7.33],
  "de_lowest_ev": 0.098,
  "multiplicity": 2,
  "largest_force_ev_per_a": 0.71,
  "lumo_ev": [-0.40, -0.65],
  "gap_ev": [6.71, 6.68],
  "s2": 0.7581,
  "energy_ha": -12350.6174
}